No. 1
This record from the OMol25 dataset describes a molecular structure, C41H100N6O9Y. The level of theory is ωB97M-V/def2-TZVPD.

Output
E_HOMO: -8.8570 eV
ΔE to the lowest compared entry with this formula, charge and spin: 539.31 kcal/mol
lowest unoccupied orbital energy: -0.277 Eh
HOMO-LUMO gap: 1.317 eV

```
! wB97M-V def2-TZVPD RIJCOSX def2/J DEFGRID3
* xyz 1 1
Y -6.079 -5.118 -1.401
C 1.521 -3.033 -1.006
C 0.300 -2.163 -0.648
C 0.540 -0.775 -1.174
O -0.961 -2.707 -0.884
H 1.562 -3.569 -1.954
H 1.533 -3.957 -0.428
H 2.428 -2.471 -0.783
H 0.183 -2.050 0.430
H 0.945 -0.861 -2.183
H 1.381 -0.498 -0.539
H -0.293 -0.072 -1.190
C -11.070 1.078 0.009
C -9.767 0.744 -0.740
C -8.747 1.777 -0.463
O -9.218 -0.558 -0.699
H -10.940 0.869 1.071
H -11.943 0.425 0.003
H -11.400 2.116 0.046
H -9.897 0.851 -1.817
H -8.269 1.705 0.514
H -9.173 2.750 -0.709
H -7.774 1.605 -0.925
C 1.480 -5.229 -9.003
O 2.459 -5.661 -9.943
H 1.365 -4.146 -8.962
H 0.501 -5.508 -9.394
H 1.513 -5.794 -8.072
H 2.187 -5.482 -10.846
C -3.291 -11.284 0.810
C -2.313 -10.097 0.855
C -0.823 -10.525 1.180
O -0.275 -11.281 0.118
C 0.777 -12.140 0.470
N -2.422 -9.459 -0.510
H -3.223 -11.805 -0.145
H -4.300 -10.896 0.950
H -3.038 -12.118 1.464
H -2.596 -9.390 1.636
H -0.688 -11.118 2.084
H -0.257 -9.598 1.275
H 1.634 -11.609 0.885
H 1.264 -12.492 -0.439
H 0.469 -12.970 1.106
H -1.459 -9.500 -0.811
H -2.720 -10.184 -1.146
C -6.940 -3.987 5.718
C -6.066 -5.169 5.236
C -5.849 -6.245 6.516
O -5.077 -7.363 6.299
C -3.833 -7.399 6.995
N -6.752 -5.854 4.118
H -7.429 -3.486 4.883
H -6.352 -3.211 6.208
H -7.731 -4.410 6.338
H -5.084 -4.793 4.947
H -6.825 -6.534 6.908
H -5.474 -5.622 7.328
H -3.835 -7.578 8.071
H -3.017 -6.712 6.770
H -3.526 -8.418 6.760
H -6.835 -6.785 4.502
H -7.745 -5.672 4.088
C -4.602 -1.832 -7.574
C -5.788 -2.689 -7.981
C -5.672 -2.940 -9.502
O -6.726 -3.936 -9.822
C -6.599 -4.290 -11.219
N -5.710 -3.936 -7.218
H -3.700 -2.417 -7.752
H -4.640 -1.406 -6.571
H -4.547 -0.952 -8.215
H -6.758 -2.222 -7.812
H -4.710 -3.330 -9.833
H -5.980 -2.047 -10.046
H -6.934 -3.533 -11.929
H -7.118 -5.230 -11.406
H -5.552 -4.471 -11.461
H -6.375 -4.447 -7.781
H -4.859 -4.281 -7.639
C 2.475 5.982 -4.884
C 1.155 5.721 -5.611
C 0.285 7.061 -5.860
O -0.918 6.749 -6.576
C -1.910 6.024 -5.863
N 1.477 5.262 -6.982
H 3.123 5.163 -5.195
H 2.319 5.851 -3.814
H 2.972 6.931 -5.088
H 0.521 5.042 -5.040
H 0.776 7.784 -6.511
H 0.097 7.599 -4.930
H -2.675 5.785 -6.602
H -2.401 6.726 -5.189
H -1.539 5.173 -5.292
H 2.105 5.962 -7.350
H 0.618 5.390 -7.498
C -0.967 6.952 3.119
C -1.250 6.499 4.618
C -0.675 5.118 4.616
C -0.313 4.664 6.065
C 0.578 5.757 6.832
C -0.085 7.148 6.872
N -0.595 7.517 5.515
O -1.232 8.778 5.421
C -1.248 6.975 7.914
C 0.968 8.157 7.396
C -2.778 6.414 4.922
H -1.428 7.936 3.033
H -1.505 6.276 2.454
H 0.100 6.938 2.896
H -1.181 4.395 3.976
H 0.280 5.193 4.096
H 0.217 3.772 5.732
H -1.182 4.399 6.669
H 1.407 5.965 6.156
H 1.250 5.564 7.668
H -1.930 6.131 7.815
H -0.796 6.670 8.858
H -1.580 7.991 8.130
H 0.630 9.174 7.595
H 1.379 7.847 8.356
H 1.831 8.291 6.743
H -3.032 5.360 4.811
H -3.423 6.868 4.169
H -3.054 6.650 5.950
H -0.623 9.218 4.823
C 13.527 2.570 1.485
C 12.099 2.895 0.953
C 11.622 1.840 -0.125
C 10.099 1.739 -0.454
C 9.341 1.675 0.917
C 9.718 2.696 2.029
N 11.186 2.877 2.097
O 11.596 3.775 3.068
C 9.065 4.050 1.641
C 9.310 2.106 3.358
C 12.090 4.225 0.247
H 14.187 2.376 0.639
H 13.570 1.775 2.229
H 14.101 3.296 2.062
H 12.006 2.143 -1.099
H 11.839 0.816 0.178
H 9.863 0.870 -1.069
H 9.708 2.643 -0.921
H 9.447 0.689 1.368
H 8.269 1.738 0.726
H 8.923 4.000 0.562
H 8.050 4.117 2.033
H 9.635 4.915 1.983
H 8.318 1.653 3.341
H 10.059 1.342 3.563
H 9.387 2.830 4.170
H 11.069 4.517 0.002
H 12.706 4.282 -0.650
H 12.518 4.917 0.972
H 11.976 3.208 3.743
*
```

---

No. 2
This record from the OMol25 dataset describes 12 unconnected molecules or ions with the total composition C41H101BBr2NO17S11. The level of theory is ωB97M-V/def2-TZVPD.

Output
E_HOMO: -4.5248 eV
lowest unoccupied orbital energy: 0.042 Eh
HOMO-LUMO gap: 5.680 eV

```
! wB97M-V def2-TZVPD RIJCOSX def2/J DEFGRID3
* xyz -1 1
C 2.955 -0.397 -1.298
C 2.112 0.032 -2.518
C 2.570 -0.616 -3.834
C 1.397 -1.190 -4.666
C 1.686 -2.531 -5.360
C 0.432 -3.410 -5.504
C 0.159 -4.399 -4.382
C -0.371 -3.811 -3.067
Br 1.245 -3.366 -1.986
O -1.214 -2.778 -3.349
B -2.559 -3.422 -3.567
C -3.118 -3.535 -5.125
C -4.469 -2.946 -5.139
O -5.518 -3.484 -4.835
Br -4.591 -1.027 -5.754
O -2.478 -4.668 -2.792
C -1.188 -4.800 -2.170
C -1.353 -4.399 -0.713
C -1.550 -2.939 -0.420
O -2.943 -2.509 -0.481
C -2.957 -1.216 -0.112
O -2.505 -0.318 -0.815
C -3.512 -0.884 1.252
C -3.826 -2.125 2.090
C -0.856 -6.289 -2.394
C -0.315 -7.056 -1.197
O -1.365 -7.417 -0.303
C 0.465 -8.354 -1.548
N 0.569 -8.760 -2.939
H 2.316 -0.672 -0.471
H 3.479 -1.302 -1.569
H 3.630 0.381 -0.963
H 1.116 -0.341 -2.314
H 2.048 1.111 -2.570
H 3.030 0.149 -4.456
H 3.296 -1.404 -3.689
H 1.159 -0.469 -5.441
H 0.526 -1.305 -4.040
H 2.470 -3.120 -4.896
H 2.010 -2.326 -6.376
H -0.410 -2.775 -5.743
H 0.599 -4.037 -6.373
H 1.107 -4.882 -4.158
H -0.476 -5.192 -4.759
H -3.353 -2.675 -2.986
H -3.217 -4.541 -5.523
H -2.513 -2.937 -5.794
H -2.219 -4.929 -0.338
H -0.523 -4.717 -0.096
H -0.976 -2.286 -1.056
H -1.223 -2.756 0.600
H -4.440 -0.333 1.175
H -2.760 -0.298 1.762
H -2.953 -2.753 2.177
H -4.647 -2.676 1.661
H -4.092 -1.809 3.092
H -1.787 -6.757 -2.688
H -0.177 -6.416 -3.224
H 0.384 -6.408 -0.677
H -2.197 -7.156 -0.698
H 0.006 -9.171 -1.009
H 1.471 -8.270 -1.154
H 1.126 -8.119 -3.476
H -0.330 -8.883 -3.374
C 3.603 -6.311 1.819
S 2.900 -4.950 0.870
O 3.937 -3.886 0.832
C 1.676 -4.454 2.081
H 4.421 -6.733 1.237
H 3.983 -5.943 2.770
H 2.840 -7.072 1.984
H 2.169 -4.204 3.020
H 0.966 -5.267 2.233
H 1.161 -3.578 1.683
C 1.552 1.122 2.289
S 0.142 0.273 1.579
O 0.626 -1.031 1.052
C -0.045 1.382 0.180
H 1.868 0.571 3.165
H 2.361 1.157 1.557
H 1.256 2.128 2.584
H 0.881 1.393 -0.398
H -0.280 2.383 0.547
H -0.862 1.013 -0.435
C 3.985 -6.807 6.581
S 3.204 -7.398 5.074
O 2.076 -6.482 4.782
C 2.499 -8.884 5.801
H 4.456 -5.851 6.359
H 3.231 -6.675 7.357
H 4.743 -7.522 6.901
H 1.846 -8.612 6.630
H 3.304 -9.535 6.145
H 1.923 -9.392 5.030
C -0.624 1.971 7.040
S 1.084 1.545 6.678
O 1.200 1.452 5.199
C 0.993 -0.140 7.297
H -0.800 2.984 6.686
H -1.291 1.282 6.523
H -0.788 1.926 8.117
H 0.215 -0.684 6.762
H 0.780 -0.121 8.366
H 1.957 -0.613 7.124
C 2.668 4.871 0.853
S 3.790 4.519 -0.498
O 3.314 3.284 -1.175
C 5.186 4.053 0.537
H 1.705 5.147 0.432
H 2.555 3.981 1.474
H 3.054 5.702 1.440
H 4.902 3.219 1.178
H 5.491 4.911 1.137
H 6.003 3.753 -0.115
C 2.833 10.147 2.605
S 1.660 8.991 1.888
O 2.405 7.731 1.618
C 1.495 9.851 0.321
H 3.109 9.777 3.590
H 3.719 10.210 1.973
H 2.354 11.121 2.696
H 2.472 9.933 -0.157
H 1.069 10.839 0.500
H 0.825 9.272 -0.309
C 5.515 2.617 -4.577
S 5.320 1.999 -6.248
O 5.501 0.530 -6.202
C 6.854 2.693 -6.889
H 4.671 2.263 -3.986
H 6.445 2.241 -4.150
H 5.516 3.708 -4.591
H 7.697 2.311 -6.312
H 6.813 3.781 -6.829
H 6.951 2.388 -7.928
C 1.972 -6.650 -10.167
S 0.905 -5.484 -9.305
O 1.170 -5.641 -7.857
C -0.632 -6.349 -9.653
H 3.000 -6.319 -10.036
H 1.849 -7.645 -9.738
H 1.722 -6.656 -11.228
H -0.578 -7.364 -9.259
H -0.805 -6.365 -10.729
H -1.437 -5.806 -9.161
C -1.097 13.900 5.216
S 0.083 13.553 3.907
O -0.377 12.311 3.232
C 1.436 13.097 5.002
H -2.043 14.169 4.751
H -1.230 13.013 5.834
H -0.735 14.734 5.818
H 1.129 12.266 5.637
H 1.715 13.958 5.608
H 2.281 12.798 4.387
C -4.600 2.508 3.100
S -5.627 3.636 4.045
O -5.344 3.389 5.486
C -7.191 2.845 3.668
H -3.561 2.802 3.233
H -4.741 1.490 3.463
H -4.863 2.574 2.044
H -7.166 1.805 3.996
H -7.377 2.902 2.596
H -7.978 3.380 4.196
C -9.078 6.595 5.140
S -10.563 5.823 4.484
O -10.156 4.507 3.933
C -10.753 6.940 3.088
H -8.755 6.019 6.005
H -8.295 6.586 4.381
H -9.304 7.617 5.444
H -9.856 6.908 2.470
H -10.930 7.951 3.455
H -11.611 6.607 2.508
*
```

---

No. 3
This record from the OMol25 dataset describes a molecular structure, C41H102CuN7O16. The level of theory is ωB97M-V/def2-TZVPD.

Output
E_HOMO (spin up / spin down): -10.0033 / -10.0033 eV
ΔE to the lowest compared entry with this formula, charge and spin: 31.24 kcal/mol
lowest unoccupied orbital energy (spin up / spin down): -0.117 / -0.223 Eh
HOMO-LUMO gap (spin up / spin down): 6.832 / 3.922 eV
⟨S²⟩: 0.754

```
! wB97M-V def2-TZVPD RIJCOSX def2/J DEFGRID3
* xyz 1 2
Cu -2.511 -3.853 0.934
O 1.068 -2.562 0.071
C -0.239 -2.696 0.326
O -1.029 -3.139 -0.542
O -0.746 -2.418 1.440
H 1.014 -2.955 -0.849
C 1.275 -4.189 -3.220
O 2.136 -3.494 -2.354
C 3.486 -3.878 -2.499
C 4.418 -3.139 -1.566
N 4.043 -3.333 -0.181
C 4.831 -2.662 0.832
C 4.562 -1.143 0.862
O 5.225 -0.519 1.937
C 6.633 -0.410 1.752
H 1.269 -5.277 -3.077
H 1.563 -4.034 -4.266
H 0.251 -3.844 -3.083
H 3.780 -3.577 -3.518
H 3.686 -4.951 -2.389
H 4.418 -2.066 -1.809
H 5.423 -3.506 -1.789
H 3.055 -3.269 -0.024
H 5.883 -2.895 0.657
H 4.587 -3.053 1.821
H 3.476 -1.043 0.932
H 4.844 -0.697 -0.099
H 7.103 -1.388 1.832
H 6.965 0.274 2.532
H 6.837 0.105 0.808
C -1.237 -6.353 -0.835
O -1.693 -5.799 0.395
C -1.028 -6.331 1.535
C -1.939 -6.134 2.726
N -2.013 -4.688 3.003
C -3.105 -4.485 3.975
C -3.534 -3.045 3.798
O -3.752 -2.758 2.424
C -4.780 -1.810 2.225
H -0.161 -6.284 -0.993
H -1.766 -5.865 -1.651
H -1.547 -7.402 -0.858
H -0.028 -5.892 1.594
H -0.877 -7.415 1.472
H -1.450 -6.667 3.551
H -2.908 -6.598 2.558
H -1.143 -4.370 3.484
H -2.808 -4.769 4.987
H -3.972 -5.108 3.744
H -2.815 -2.345 4.228
H -4.474 -2.915 4.341
H -4.614 -0.902 2.811
H -5.787 -2.176 2.443
H -4.784 -1.484 1.185
C -2.172 1.110 -7.239
O -2.561 1.979 -6.193
C -1.528 2.870 -5.815
C -2.089 3.761 -4.684
N -2.514 2.945 -3.538
C -1.407 2.370 -2.758
C -2.021 1.968 -1.405
O -2.939 0.896 -1.480
C -2.289 -0.317 -1.780
H -1.497 0.308 -6.926
H -1.673 1.649 -8.049
H -3.101 0.704 -7.631
H -1.227 3.567 -6.609
H -0.655 2.289 -5.503
H -2.896 4.363 -5.091
H -1.222 4.352 -4.379
H -3.071 2.184 -3.909
H -0.699 3.180 -2.562
H -0.913 1.588 -3.343
H -2.542 2.838 -1.018
H -1.204 1.720 -0.711
H -2.907 -1.169 -1.498
H -1.363 -0.418 -1.202
H -2.081 -0.342 -2.854
C 0.864 8.365 -1.131
O 0.665 8.086 0.226
C -0.546 7.379 0.490
C -0.487 5.928 0.030
N 0.402 5.143 0.863
C 0.334 3.728 0.514
C 1.300 2.887 1.351
O 0.921 1.548 1.169
C 1.737 0.673 1.904
H 1.826 8.850 -1.295
H 0.129 9.026 -1.603
H 0.918 7.441 -1.719
H -1.373 7.767 -0.120
H -0.742 7.529 1.545
H -0.299 5.878 -1.048
H -1.526 5.607 0.177
H 1.369 5.422 0.717
H 0.533 3.519 -0.546
H -0.684 3.413 0.763
H 1.303 3.231 2.390
H 2.312 3.075 0.964
H 2.806 0.890 1.784
H 1.616 -0.330 1.497
H 1.492 0.668 2.972
C -2.476 0.335 1.786
O -3.356 1.138 2.548
C -3.782 2.293 1.841
C -5.045 2.805 2.560
N -5.772 3.876 1.915
C -5.078 5.140 1.809
C -4.987 5.818 3.203
O -4.489 7.131 3.171
C -3.235 7.334 2.565
H -2.950 0.154 0.815
H -2.268 -0.592 2.312
H -1.522 0.823 1.555
H -4.135 2.054 0.828
H -2.934 2.984 1.822
H -4.753 2.994 3.597
H -5.677 1.924 2.708
H -6.075 3.528 1.013
H -5.550 5.901 1.183
H -4.039 5.105 1.446
H -4.362 5.185 3.845
H -5.988 5.787 3.633
H -2.900 8.332 2.842
H -3.316 7.212 1.482
H -2.447 6.664 2.937
C 3.178 0.696 -7.512
O 3.004 0.042 -6.282
C 1.676 -0.405 -6.105
C 1.502 -0.995 -4.721
N 1.548 0.126 -3.776
C 1.444 -0.304 -2.395
C 1.866 0.849 -1.476
O 3.194 1.213 -1.713
C 3.770 1.957 -0.670
H 2.607 0.203 -8.304
H 4.239 0.749 -7.747
H 2.860 1.747 -7.516
H 1.493 -1.235 -6.805
H 0.951 0.375 -6.348
H 2.233 -1.792 -4.548
H 0.504 -1.440 -4.667
H 2.372 0.693 -3.936
H 2.139 -1.082 -2.049
H 0.419 -0.639 -2.230
H 1.675 0.570 -0.434
H 1.188 1.688 -1.693
H 3.300 2.949 -0.627
H 4.823 2.147 -0.873
H 3.672 1.453 0.296
C 2.778 -2.902 3.913
C 1.737 -4.012 4.094
C 1.930 -4.741 5.404
O 3.157 -5.394 5.445
C 3.413 -5.988 6.678
N 0.375 -3.421 4.034
H 2.503 -2.294 3.046
H 3.806 -3.247 3.832
H 2.713 -2.169 4.724
H 1.728 -4.720 3.260
H 1.112 -5.471 5.513
H 1.772 -4.013 6.213
H 3.218 -5.301 7.517
H 4.439 -6.305 6.848
H 2.761 -6.838 6.918
H 0.327 -2.718 4.774
H 0.316 -2.869 3.177
*
```